--- one ---
The following is a DFT calculation (ωB97M-V/def2-TZVPD) of a cluster of 2 separate species, C3H12N2O2 in total.

Last column: natural (NBO) charge in e.
Cartesian coordinates (Å):
H: 1.00 1.92 -1.00  0.1648
H: -2.35 -1.16 -2.09  0.3785
O: 0.21 1.78 0.94  -0.7421
O: -0.91 -0.34 2.64  -0.9452
H: -0.20 -0.07 3.23  0.4652
C: 1.38 -0.05 -0.24  -0.2472
H: -0.54 2.15 0.46  0.4779
C: 1.22 1.46 -0.04  -0.0780
H: -0.45 -2.27 -1.88  0.1737
C: -0.46 -1.47 -1.15  -0.0477
H: 0.32 0.24 -1.97  0.3623
H: -2.25 -0.49 -0.50  0.3760
H: 2.44 -0.23 -0.43  0.1893
H: -0.39 -1.86 -0.13  0.1794
H: -0.54 0.00 1.81  0.4742
H: 1.06 -0.59 0.64  0.1925
N: -1.80 -0.88 -1.30  -0.9053
H: 2.13 1.94 0.32  0.1778
N: 0.62 -0.54 -1.40  -0.6459

Calculated values
SMILES: NCNCCO.O
HOMO: -8.59 eV
Kohn-Sham gap: 9.4 eV
LUMO level: 0.80 eV
total charge: 0

--- two ---
The following is a DFT calculation (ωB97M-V/def2-TZVPD) of a cluster of 3 separate species, C3H12N2O2 in total.

Last column: natural (NBO) charge in e.
Cartesian coordinates (Å):
H: 2.70 2.75 0.33  0.1379
H: 0.98 3.12 0.33  0.1376
H: -2.39 0.62 0.52  0.1732
H: 2.67 -0.62 -0.90  0.2074
C: -1.71 0.26 -0.26  -0.2726
H: 1.40 -0.23 0.96  0.4869
N: 1.25 -1.28 0.41  -0.6852
O: -1.57 -1.17 -0.16  -0.4679
H: -2.71 -2.49 -1.05  0.3404
H: 0.28 -1.60 0.46  0.4112
C: 1.72 -1.12 -0.78  0.1167
O: 1.43 1.11 0.37  -0.9192
N: -2.85 -1.80 -0.32  -0.5218
H: -0.71 0.67 -0.11  0.2429
H: -2.10 0.53 -1.24  0.1711
H: -3.00 -2.32 0.55  0.3405
H: 1.76 2.56 1.82  0.1442
C: 1.72 2.42 0.73  -0.2225
H: 1.14 -1.40 -1.66  0.1793

Calculated values
HOMO: -8.16 eV
Kohn-Sham gap: 8.4 eV
LUMO level: 0.20 eV
total charge: 0

Of them, the most stable is one and the least stable is two.

--- one ---
The following is a DFT calculation (ωB97M-V/def2-TZVPD) of a cluster of 3 separate species, C3H12N2O2 in total.

Last column: natural (NBO) charge in e.
Cartesian coordinates (Å):
H: 3.28 -0.25 1.99  0.4705
N: -1.17 0.19 -0.13  -0.6042
C: -0.38 1.44 -0.38  -0.2113
H: -0.87 -0.57 -0.61  0.3735
H: 0.11 1.06 -2.44  0.2129
H: -1.83 0.84 1.71  0.1614
C: -1.66 -0.03 1.15  0.2777
H: 0.63 -2.85 -2.14  0.4681
N: -1.84 -1.29 1.42  -0.7189
H: 1.07 0.24 -1.37  0.2080
H: -0.48 -2.49 -1.11  0.4731
H: -2.23 -1.39 2.29  0.3304
O: -0.33 -2.76 -2.04  -0.9391
H: 0.12 1.84 0.62  0.1713
H: 1.44 1.99 -1.55  0.2279
C: 0.63 1.17 -1.42  -0.6234
H: 1.82 0.29 2.45  0.4824
H: -1.10 2.08 -0.68  0.1922
O: 2.81 0.48 2.25  -0.9525

Calculated values
SMILES: [H]/N=C/NCC.O.O
HOMO: -9.03 eV
Kohn-Sham gap: 9.6 eV
LUMO level: 0.57 eV
total charge: 0

--- two ---
The following is a DFT calculation (ωB97M-V/def2-TZVPD) of a cluster of 2 separate species, C3H12N2O2 in total.

Last column: natural (NBO) charge in e.
Cartesian coordinates (Å):
C: 0.89 1.24 1.84  -0.0406
C: 0.89 -0.97 0.76  -0.2660
H: -1.70 -0.80 0.22  0.4728
O: -1.25 -1.57 -0.16  -0.7298
H: 0.56 1.44 -0.16  0.3602
H: 1.89 -0.61 0.50  0.1850
N: 0.97 1.97 0.59  -0.8513
H: -1.14 -0.25 -4.18  0.4715
H: 0.44 2.83 0.66  0.3636
H: 0.27 -0.49 2.62  0.3659
H: 0.34 1.82 2.58  0.1744
C: 0.06 -1.12 -0.50  -0.0774
N: 0.24 -0.06 1.71  -0.6446
H: -2.21 0.07 -3.12  0.4729
H: 0.00 -0.22 -1.12  0.1645
O: -1.45 0.44 -3.57  -0.9432
H: 0.45 -1.87 -1.19  0.1802
H: 1.90 1.13 2.25  0.1373
H: 0.99 -1.98 1.17  0.2044

Calculated values
SMILES: NCNCCO.O
HOMO: -9.04 eV
Kohn-Sham gap: 9.9 eV
LUMO level: 0.85 eV
total charge: 0

--- three ---
The following is a DFT calculation (ωB97M-V/def2-TZVPD) of a cluster of 3 separate species, C3H12N2O2 in total.

Last column: natural (NBO) charge in e.
Cartesian coordinates (Å):
N: 0.15 2.05 -0.01  -0.8658
H: -0.22 1.32 -0.61  0.3861
C: -0.91 2.60 0.83  -0.4081
N: 1.37 -0.45 0.98  -1.0886
H: -1.31 1.81 1.46  0.1808
H: -0.48 3.37 1.48  0.1875
C: -0.87 -2.38 -0.31  -0.7182
C: -0.03 -1.57 -1.25  0.8373
H: -1.40 -1.72 0.37  0.2344
H: -0.24 -3.07 0.24  0.2394
H: 0.51 2.78 -0.61  0.3519
O: -0.31 -0.48 -1.67  -0.6455
H: 2.04 0.15 0.50  0.3688
H: -1.74 3.05 0.28  0.1664
H: 1.79 -0.75 1.86  0.3538
H: 1.60 -1.67 -2.23  0.4936
O: 1.06 -2.23 -1.64  -0.6808
H: -1.60 -2.95 -0.89  0.2358
H: 0.59 0.14 1.21  0.3711

Calculated values
SMILES: CC(=O)O.CN.N
HOMO: -9.02 eV
Kohn-Sham gap: 9.9 eV
LUMO level: 0.85 eV
total charge: 0

Of them, the most stable is three and the least stable is one.